[1]
This record from OMol25 describes C10H4F6N2O6OsS2Se4 as an isolated structure. The level of theory is wB97M-V/def2-TZVPD.

Geometry as XYZ:
```
35
Properties=species:S:1:pos:R:3:forces:R:3
Os 1.344 -1.733 -0.167 0.0 -0.2 -0.8
Se 2.895 -5.266 -0.828 0.0 0.1 0.2
Se 3.077 -4.808 1.411 -0.1 0.0 -0.2
Se 2.040 -3.285 -1.748 -0.3 0.3 0.5
Se 2.032 -2.747 1.705 0.2 -0.3 0.4
S -2.865 -2.984 -0.626 0.0 0.0 0.0
S -1.771 -0.505 -0.264 -0.3 0.0 -0.1
F -2.451 0.280 2.152 0.0 0.0 0.0
F -1.284 1.693 0.999 0.0 0.0 0.0
F -3.380 1.387 0.540 0.0 0.0 0.0
F -3.810 -3.591 1.752 0.0 0.0 0.0
F -1.653 -3.414 1.671 0.0 0.0 0.0
F -2.628 -5.146 0.817 0.0 0.0 0.0
O 1.952 1.262 2.468 0.0 0.0 0.0
O -1.543 0.165 -1.503 0.0 0.0 0.0
O 1.359 -0.228 -1.699 -0.1 0.2 -0.2
O -0.554 -1.043 0.402 0.2 0.0 0.0
O -1.621 -3.254 -1.291 0.0 0.0 0.1
O -4.096 -3.429 -1.181 0.0 0.0 0.0
N -2.981 -1.458 -0.154 0.1 0.0 -0.1
N 1.746 0.249 0.386 0.0 -0.1 -0.1
C 1.750 2.559 0.405 0.0 0.0 0.0
C -2.737 -3.832 1.007 0.0 -0.1 0.1
C -2.270 0.791 0.944 0.0 0.0 0.1
C 1.458 4.415 -1.602 0.0 0.0 0.0
C 1.553 0.689 -0.855 0.0 -0.1 0.1
C 1.569 2.158 -0.918 0.0 0.0 0.0
C 1.790 3.889 0.746 0.0 0.0 0.0
C 1.643 4.818 -0.286 0.0 0.0 0.0
C 1.835 1.326 1.278 0.0 0.1 0.0
C 1.415 3.064 -1.943 0.0 0.0 0.0
H 1.667 5.875 -0.054 0.0 0.0 0.0
H 1.340 5.162 -2.375 0.0 0.0 0.0
H 1.921 4.197 1.774 0.0 0.0 0.0
H 1.257 2.742 -2.963 0.0 0.0 0.0
```
Positions in Å, forces in eV/Å.

Output
Lowest unoccupied orbital energy (spin up / spin down) ... -3.168 / -2.361 eV
Energy ... -327527.335 eV
Orbital gap (spin up / spin down) ... 6.0818 / 6.6877 eV
Charge ... 0
Molecular weight ... 932.34 g mol⁻¹
F_max ... 0.78 eV/Å
HOMO level (spin up / spin down) ... -9.2 / -9.0 eV
ΔE to the lowest compared entry with this formula, charge and spin ... 19.6 kcal per mole

natural (NBO) atomic charge list, values in e, 8 entries: number 1, Os, carries 0.681; number 2, Se, carries 0.062; number 3, Se, carries 0.076; number 4, Se, carries 0.092; number 5, Se, carries 0.267; number 6, S, carries 2.258; number 7, S, carries 2.254; number 8, F, carries -0.296

***

[2]
This record from OMol25 describes C10H5AsBiF6N4O10S3 as an isolated structure. The level of theory is wB97M-V/def2-TZVPD.

Geometry as XYZ:
```
40
Properties=species:S:1:pos:R:3:forces:R:3
Bi -0.146 0.086 -0.309 0.6 0.2 0.0
As 2.150 2.574 -0.399 -0.3 0.9 -0.1
S 2.260 -1.022 1.965 -0.1 0.4 1.7
S 0.036 -2.634 2.095 0.0 0.1 0.0
S 2.724 -0.788 -1.630 0.0 0.1 -0.3
F -1.245 -4.875 2.200 0.0 0.0 0.0
F 0.369 -4.867 0.755 0.0 0.0 0.1
F 2.543 -1.279 4.561 0.0 0.0 0.0
F 3.127 0.652 3.774 -0.1 0.0 0.0
F 1.031 0.166 4.001 0.0 -0.1 0.0
F 0.813 -5.022 2.869 -0.1 0.0 0.0
O 1.702 0.226 -1.990 -0.3 0.1 -0.3
O 2.167 -1.598 -0.547 -0.2 -0.3 -0.2
O -0.637 -2.307 3.310 0.0 -0.1 0.0
O -0.574 -2.192 0.849 0.0 0.0 0.1
O 3.654 -1.075 1.706 0.0 -0.1 -0.4
O 1.393 0.027 1.349 0.0 -0.2 -0.4
O 3.276 -1.548 -2.714 0.0 0.2 -0.1
O 2.410 3.830 -1.390 0.0 -0.1 -0.2
O 2.190 3.127 1.280 0.0 -0.2 0.1
O 0.481 2.074 -0.476 0.4 -0.6 0.2
N 1.599 -2.419 2.124 -0.1 0.1 -0.3
N -1.726 2.718 2.811 -0.3 0.3 -0.2
N -0.843 3.626 4.928 0.0 0.0 0.0
N -1.454 0.789 1.370 -0.1 -0.1 -0.1
C -1.224 3.155 3.943 0.1 -0.2 0.1
C 6.308 0.372 -0.300 0.0 -0.1 0.0
C 4.005 0.233 -0.954 0.0 -0.1 0.2
C 2.224 -0.322 3.688 0.0 0.0 0.0
C 4.767 2.099 0.350 0.0 -0.1 0.0
C 5.287 -0.291 -0.961 0.0 0.0 0.0
C 6.041 1.551 0.373 0.0 0.1 0.0
C -1.523 1.713 2.106 0.3 -0.1 0.1
C 0.005 -4.471 1.969 0.1 0.0 -0.1
C 3.735 1.445 -0.316 -0.2 -0.3 -0.1
H 6.829 2.062 0.911 0.0 0.0 0.0
H 5.463 -1.224 -1.479 0.0 0.0 0.0
H 4.567 3.035 0.852 0.0 0.0 0.0
H 1.528 3.825 1.371 0.0 0.0 0.0
H 7.309 -0.039 -0.302 0.0 0.0 0.0
```
Positions in Å, forces in eV/Å.

Output
Lowest unoccupied orbital energy ... 1.386 eV
Energy ... -152376.867 eV
Orbital gap ... 8.4555 eV
Charge ... -1
Molecular weight ... 835.26 g mol⁻¹
F_max ... 1.73 eV/Å
HOMO level ... -7.1 eV
ΔE to the lowest compared entry with this formula, charge and spin ... 0.8 kcal per mole

natural (NBO) atomic charge list, values in e, 8 entries: number 1, Bi, carries 2.136; number 2, As, carries 2.435; number 3, S, carries 2.293; number 4, S, carries 2.251; number 5, S, carries 2.420; number 6, F, carries -0.310; number 7, F, carries -0.301; number 8, F, carries -0.314

***

[3]
This record from OMol25 describes C10H5ClNO5V as an isolated structure. The level of theory is wB97M-V/def2-TZVPD.

Geometry as XYZ:
```
23
Properties=species:S:1:pos:R:3:forces:R:3
V 0.675 -0.914 0.550 -3.1 5.1 -1.9
Cl -4.111 2.221 0.120 1.3 -0.2 -0.2
O 1.442 0.045 3.283 -1.2 -1.0 -3.7
O 2.394 -6.222 -0.806 -0.8 1.7 -0.3
O 3.390 -0.114 -0.430 -3.3 -0.8 1.1
O -1.628 -2.387 1.776 2.7 1.9 -1.5
O 0.319 -2.544 -1.938 0.3 2.5 3.3
N -0.348 0.819 -0.045 0.2 -0.2 0.1
C 0.332 1.856 -0.624 -1.3 0.9 -0.1
C 1.132 -0.292 2.230 3.1 2.2 9.2
C -0.329 3.030 -0.994 0.2 -0.7 0.3
C -1.694 0.929 0.175 0.0 1.4 -0.5
C -2.388 2.090 -0.181 -0.7 -0.5 0.4
C -0.767 -1.796 1.298 -6.3 -4.6 3.6
C -1.696 3.147 -0.768 0.2 0.0 0.0
C 2.337 -0.390 -0.067 7.9 1.8 -2.6
C 1.889 -5.215 -0.940 0.9 -1.6 0.3
C 0.437 -1.894 -0.999 -0.6 -6.4 -7.9
H -2.246 0.126 0.636 0.1 -0.2 0.0
H -2.215 4.056 -1.046 -0.1 0.0 0.0
H 0.221 3.846 -1.447 0.0 -0.1 0.0
H 1.462 -2.198 1.018 0.6 -0.9 0.4
H 1.392 1.800 -0.802 0.1 -0.3 0.1
```
Positions in Å, forces in eV/Å.

Output
Lowest unoccupied orbital energy (spin up / spin down) ... -11.756 / -12.136 eV
Spin multiplicity ... 3
Energy ... -60366.383 eV
Orbital gap (spin up / spin down) ... 5.3391 / 4.9568 eV
Charge ... +2
Molecular weight ... 305.55 g mol⁻¹
F_max ... 10.14 eV/Å
HOMO level (spin up / spin down) ... -17.1 / -17.1 eV
ΔE to the lowest compared entry with this formula, charge and spin ... 19.8 kcal per mole

natural (NBO) atomic charge list, values in e, 8 entries: number 1, V, carries 0.138; number 2, Cl, carries 0.131; number 3, O, carries -0.228; number 4, O, carries -0.433; number 5, O, carries -0.259; number 6, O, carries -0.255; number 7, O, carries -0.219; number 8, N, carries -0.557

***

[4]
This record from OMol25 describes an isolated ion of composition C10H5O5 and charge -1. The level of theory is wB97M-V/def2-TZVPD.

Geometry as XYZ:
```
20
Properties=species:S:1:pos:R:3:forces:R:3
O 0.446 1.892 0.840 0.5 0.2 0.5
O -4.412 0.401 0.973 -1.6 0.6 2.8
O 1.764 -0.237 1.138 0.9 0.4 1.1
O -4.696 -0.075 -1.194 -0.2 0.4 -1.1
O -2.119 -1.992 0.429 0.1 1.6 0.1
C 1.674 0.614 -0.933 -0.1 1.8 1.1
C -1.833 1.557 0.283 2.0 -4.1 0.5
C -0.498 1.118 0.822 -3.1 3.1 -0.8
C -1.836 -0.807 0.528 0.8 -1.0 0.1
C -0.538 -0.299 1.125 1.4 -1.9 0.4
C 2.075 0.903 0.541 2.1 0.5 -1.3
C 0.771 -0.890 0.449 -2.9 2.6 -0.4
C 0.824 -0.405 -0.959 2.1 0.0 0.0
C -2.506 0.402 0.017 -2.9 1.2 -0.7
C -4.119 0.288 -0.193 2.5 -1.3 -1.2
H -2.033 2.512 -0.068 -0.4 1.6 -0.4
H -0.435 -0.465 2.207 -0.2 -0.2 -0.3
H 1.979 1.405 -1.626 -0.3 -0.9 -0.3
H 0.452 -0.859 -1.831 -0.9 -0.6 -0.6
H 0.852 -1.855 0.670 0.1 -4.3 0.3
```
Positions in Å, forces in eV/Å.

Output
Lowest unoccupied orbital energy ... 2.684 eV
Energy ... -20684.904 eV
Orbital gap ... 7.5800 eV
Charge ... -1
Molecular weight ... 205.15 g mol⁻¹
F_max ... 4.54 eV/Å
HOMO level ... -4.9 eV

natural (NBO) atomic charge list, values in e, 8 entries: number 1, O, carries -0.520; number 2, O, carries -0.682; number 3, O, carries -0.503; number 4, O, carries -0.700; number 5, O, carries -0.513; number 6, C, carries -0.281; number 7, C, carries -0.297; number 8, C, carries 0.596

***

[5]
This record from OMol25 describes C10H6BCrF4N2S as an isolated structure. The level of theory is wB97M-V/def2-TZVPD.

Geometry as XYZ:
```
25
Properties=species:S:1:pos:R:3:forces:R:3
Cr -1.132 -1.067 -0.316 -0.2 0.0 -0.2
S 1.671 0.174 2.986 0.0 0.3 0.2
F -1.663 -1.203 -2.452 0.2 -0.1 0.3
F -1.056 -3.313 -1.798 -0.1 -0.1 0.1
F 0.540 -1.800 -2.387 -0.1 -0.1 -0.1
F -0.833 -2.709 -4.028 0.0 0.0 0.2
N -4.083 -1.151 1.010 0.1 0.0 0.0
N 0.078 0.732 -0.626 -0.2 -0.3 -0.1
C -0.063 -1.049 1.463 0.1 -0.2 0.2
C 0.701 0.085 1.562 0.0 0.3 -0.7
C 0.008 1.560 -1.661 0.1 0.2 -0.1
C -3.039 -1.206 0.510 -0.3 -0.2 0.1
C 1.263 3.200 -0.497 0.2 0.3 0.1
C 1.014 -1.302 3.538 0.1 -0.3 0.0
C 1.332 2.345 0.584 -0.1 -0.1 0.0
C 0.152 -1.852 2.637 -0.2 0.2 -0.1
C 0.593 2.819 -1.647 -0.2 -0.3 -0.1
C 0.717 1.094 0.495 0.4 0.0 0.5
B -0.729 -2.318 -2.712 0.1 0.2 -0.3
H 1.839 2.629 1.497 0.0 0.0 0.0
H 0.519 3.461 -2.513 0.0 0.0 0.0
H -0.528 1.182 -2.523 0.0 0.0 0.0
H 1.733 4.176 -0.441 0.0 0.0 0.0
H 1.319 -1.695 4.497 0.0 0.0 0.0
H -0.352 -2.791 2.821 0.0 0.0 0.0
```
Positions in Å, forces in eV/Å.

Output
Lowest unoccupied orbital energy (spin up / spin down) ... 2.548 / 2.547 eV
Spin multiplicity ... 5
Energy ... -64259.417 eV
Orbital gap (spin up / spin down) ... 7.4940 / 8.2042 eV
Charge ... -1
Molecular weight ... 325.04 g mol⁻¹
F_max ... 0.75 eV/Å
HOMO level (spin up / spin down) ... -4.9 / -5.7 eV
ΔE to the lowest compared entry with this formula, charge and spin ... 7.0 kcal per mole

natural (NBO) atomic charge list, values in e, 8 entries: number 1, Cr, carries 1.177; number 2, S, carries 0.364; number 3, F, carries -0.565; number 4, F, carries -0.548; number 5, F, carries -0.559; number 6, F, carries -0.544; number 7, N, carries -0.532; number 8, N, carries -0.512